(1)
Density functional theory data (ωB97M-V/def2-TZVPD) for a molecular structure, C49H40BrCaF5N3O3P2S2.

XYZ file:
```
106
Properties=species:S:1:pos:R:3:mulliken_charge:R:1
Ca -0.3361 -0.4756 -0.9883 1.83
N 0.9568 -2.1059 -2.5027 -0.59
N 2.2886 -1.9942 -2.0337 0.02
C 2.6568 -0.8501 -1.2736 0.02
O 3.8552 -0.6784 -1.0947 -0.78
O 1.6687 -0.1499 -0.8214 -0.25
H 0.7141 -3.0822 -2.5755 0.22
H 0.8196 -1.6461 -3.3985 0.22
H 3.0206 -2.2701 -2.6674 0.26
F -4.7870 -4.2170 -1.7017 -0.33
C -4.7117 -3.1194 -0.9333 0.30
C -3.5424 -2.4178 -0.8064 -0.12
F -2.4269 -2.8193 -1.4496 -0.31
C -3.5031 -1.2897 -0.0110 -0.46
F -2.2474 -0.7038 0.0253 0.90
C -4.5632 -0.7550 0.7099 -0.08
S -4.4578 0.6432 1.7012 -0.38
C -5.7427 -1.5099 0.5284 0.27
F -6.8637 -1.1293 1.1447 -0.36
C -5.8178 -2.6460 -0.2485 0.31
F -6.9736 -3.3157 -0.3579 -0.32
C 1.4252 2.3528 1.2052 0.24
C 0.5803 3.0482 0.0804 -1.58
P -1.2362 3.0224 0.4938 0.90
C -2.0194 3.2378 -1.1610 -0.08
C -1.5869 4.1910 -2.0869 -0.57
C -2.2285 4.3278 -3.3065 -0.58
C -3.3249 3.5225 -3.6121 -0.39
C -3.7762 2.5927 -2.6909 -0.54
C -3.1221 2.4490 -1.4684 0.08
C -1.5461 4.7258 1.1295 0.56
C -0.5557 5.5649 1.6326 -0.25
C -0.8734 6.8210 2.1409 -0.80
C -2.1920 7.2494 2.1659 -0.42
C -3.1945 6.4117 1.6853 -0.60
C -2.8750 5.1620 1.1755 -0.64
P 0.7284 2.5591 2.9344 0.35
C 2.2518 2.9927 3.8726 -0.01
C 2.1603 3.9993 4.8313 -0.57
C 3.2571 4.3358 5.6216 -0.65
C 4.4605 3.6674 5.4554 -0.50
C 4.5712 2.6688 4.4901 -0.75
C 3.4750 2.3375 3.7070 0.49
C 0.4161 0.8349 3.4896 -0.13
C -0.4546 0.0571 2.7160 0.64
C -0.8746 -1.1900 3.1458 -0.55
C -0.4082 -1.7004 4.3473 -0.81
C 0.4713 -0.9499 5.1179 -0.73
C 0.8695 0.3161 4.7014 -0.46
H 2.4453 2.7314 1.2075 0.92
H 1.4753 1.2903 0.9761 -0.87
H 0.6931 2.4817 -0.8466 0.77
H 0.9326 4.0624 -0.1099 0.72
H -0.7485 4.8363 -1.8465 0.32
H -1.8818 5.0659 -4.0217 0.44
H -3.8233 3.6283 -4.5701 0.37
H -4.6334 1.9700 -2.9192 0.43
H -3.4891 1.7421 -0.7272 0.05
H 0.4808 5.2491 1.6285 0.14
H -0.0868 7.4626 2.5218 0.38
H -2.4403 8.2283 2.5599 0.36
H -4.2294 6.7326 1.7125 0.39
H -3.6623 4.5076 0.8130 0.37
H 1.2170 4.5202 4.9542 0.37
H 3.1709 5.1191 6.3651 0.40
H 5.3137 3.9201 6.0745 0.37
H 5.5134 2.1503 4.3536 0.43
H 3.5662 1.5594 2.9546 0.19
H -0.8032 0.4596 1.7664 -0.06
H -1.5768 -1.7593 2.5500 0.45
H -0.7300 -2.6782 4.6856 0.40
H 0.8381 -1.3446 6.0581 0.39
H 1.5309 0.9008 5.3303 0.38
C 5.7373 -1.4674 2.0284 -1.40
C 4.4078 -2.1093 1.7337 0.55
C 4.3062 -3.3362 1.0875 -0.48
C 3.0679 -3.8425 0.7386 -0.81
C 1.9690 -3.0651 1.0577 0.11
Br 0.2216 -3.6146 0.4748 -0.12
N 2.0180 -1.9254 1.6852 0.34
C 3.2215 -1.4574 2.0272 -0.08
H 6.5003 -2.2118 2.2600 0.44
H 5.6633 -0.7710 2.8656 0.35
H 6.0661 -0.9034 1.1509 0.25
H 5.2055 -3.8861 0.8269 0.39
H 2.9585 -4.7783 0.2108 0.45
H 3.2225 -0.5040 2.5480 0.09
C -3.5388 4.5715 -8.3668 -0.46
C -2.5419 4.6239 -9.4992 0.55
O -2.6786 5.3563 -10.4453 -0.57
S -1.1156 3.5320 -9.5217 -0.13
C -1.1005 2.7262 -7.9454 -0.44
C -0.3116 3.2418 -6.9185 -0.27
C -0.2728 2.6088 -5.6852 -0.41
C -1.0198 1.4469 -5.4472 0.80
C -1.7938 0.9338 -6.4909 -0.57
C -1.8293 1.5612 -7.7274 -0.17
C -0.9948 0.8157 -4.1576 -0.50
C -0.9682 0.3279 -3.0291 -1.38
H -3.8059 5.5939 -8.1003 0.31
H -3.1769 4.0396 -7.4927 -0.02
H -4.4353 4.0756 -8.7410 0.25
H 0.2586 4.1481 -7.0867 0.42
H 0.3270 3.0123 -4.8793 0.47
H -2.3752 0.0362 -6.3222 0.49
H -2.4361 1.1540 -8.5271 0.43
```

Values from the calculation:
Charge: -1
LUMO level, eV: 2.030
HOMO energy, eV: -4.521

(2)
Density functional theory data (ωB97M-V/def2-TZVPD) for a molecular structure, C49H40MoN7O6S3.

XYZ file:
```
106
Properties=species:S:1:pos:R:3:mulliken_charge:R:1
Mo -1.0703 2.0727 -0.2962 1.41
N -1.2804 0.2148 -0.9508 -0.06
S -0.9243 -1.1171 -1.4569 1.88
N 0.3399 -1.9401 -0.7851 0.03
S 1.8185 -1.6356 -0.5345 1.51
N 2.1881 -0.8526 0.8064 -0.14
S 1.4710 -0.9386 2.1982 2.21
N -0.1777 -0.9417 2.2714 -0.91
C 1.7259 -2.4989 2.9676 -0.21
C 0.7627 -3.0905 3.7805 -0.28
C 1.0804 -4.2928 4.3942 -0.88
C 2.3277 -4.8717 4.2077 -0.56
C 3.2826 -4.2562 3.4115 -0.90
C 2.9904 -3.0554 2.7847 -0.46
C 2.2139 0.3095 3.1992 0.94
C 2.4550 1.5831 2.6772 -0.28
C 3.0225 2.5348 3.5032 -1.00
C 3.3355 2.2243 4.8200 -0.63
C 3.0924 0.9582 5.3256 -0.90
C 2.5256 -0.0178 4.5204 -0.63
C 2.6867 -0.7351 -1.7680 0.41
C 3.0484 0.5899 -1.5655 -0.12
C 3.7290 1.2470 -2.5809 -0.77
C 4.0376 0.5801 -3.7562 -0.61
C 3.6595 -0.7446 -3.9447 -0.98
C 2.9766 -1.4186 -2.9494 -0.77
C 2.6329 -3.2019 -0.4680 0.35
C 1.9030 -4.3790 -0.5206 -0.55
C 2.5929 -5.5852 -0.4520 -0.94
C 3.9735 -5.5912 -0.3432 -0.58
C 4.6889 -4.3976 -0.2945 -0.86
C 4.0224 -3.1874 -0.3549 -0.78
C -0.6188 -1.0548 -3.2084 1.01
C 0.1264 0.0355 -3.6554 -0.21
C 0.3346 0.1904 -5.0171 -1.03
C -0.2003 -0.7222 -5.9144 -0.79
C -0.9579 -1.7885 -5.4582 -0.82
C -1.1817 -1.9615 -4.0983 -0.65
C -2.1879 -2.3121 -1.1277 0.62
C -2.0047 -3.6680 -1.3888 -0.67
C -3.0382 -4.5442 -1.1095 -1.23
C -4.2261 -4.0699 -0.5633 -0.69
C -4.3883 -2.7225 -0.2930 -1.00
C -3.3655 -1.8252 -0.5785 -0.58
H -0.2007 -2.6347 3.9279 0.59
H 0.3503 -4.7743 5.0254 0.49
H 2.5620 -5.8056 4.6979 0.49
H 4.2576 -4.7025 3.2869 0.52
H 3.7360 -2.5556 2.1907 0.73
H 2.2128 1.8194 1.6568 0.23
H 3.2223 3.5233 3.1175 0.51
H 3.7796 2.9763 5.4544 0.44
H 3.3496 0.7219 6.3465 0.47
H 2.3454 -1.0015 4.9157 0.49
H 2.8150 1.0913 -0.6392 0.60
H 4.0182 2.2774 -2.4479 0.55
H 4.5835 1.0941 -4.5322 0.48
H 3.9061 -1.2543 -4.8638 0.51
H 2.6886 -2.4495 -3.0856 0.60
H 0.8299 -4.3531 -0.5943 0.59
H 2.0480 -6.5173 -0.4905 0.53
H 4.5029 -6.5320 -0.3041 0.49
H 5.7665 -4.4137 -0.2211 0.49
H 4.5703 -2.2563 -0.3315 0.59
H 0.5219 0.7708 -2.9669 0.30
H 0.9042 1.0353 -5.3743 0.57
H -0.0417 -0.5905 -6.9750 0.47
H -1.3961 -2.4819 -6.1603 0.49
H -1.8069 -2.7700 -3.7620 0.50
H -1.0820 -4.0315 -1.8128 0.73
H -2.9214 -5.5969 -1.3179 0.47
H -5.0280 -4.7608 -0.3472 0.46
H -5.3104 -2.3636 0.1389 0.51
H -3.4713 -0.7712 -0.3671 0.23
O -0.1679 5.4606 1.7810 -0.60
C -1.1451 4.7869 1.8716 0.04
N -1.4690 3.6914 1.0095 0.19
C -2.5582 3.0862 1.4771 1.02
O -2.8574 1.9937 0.8870 -0.74
C -3.1393 3.7826 2.6208 0.32
C -4.2630 3.5608 3.3916 -0.40
C -4.4981 4.4606 4.4303 -0.70
C -3.6323 5.5226 4.6738 -0.47
C -2.4940 5.7332 3.8938 -0.64
C -2.2682 4.8461 2.8657 0.05
H -4.9352 2.7386 3.1984 0.54
H -5.3670 4.3345 5.0565 0.45
H -3.8478 6.1993 5.4876 0.44
H -1.8237 6.5562 4.0830 0.53
N -5.0101 5.3258 -3.8452 -0.41
C -4.1263 4.5758 -3.1846 1.00
C -2.8314 5.0527 -2.8834 -0.84
C -1.9671 4.2626 -2.1784 -0.72
N -2.2836 3.0137 -1.7539 0.25
C -3.5158 2.5468 -2.0549 -0.54
C -4.4419 3.2687 -2.7536 -0.75
H -4.7715 6.2470 -4.1742 0.21
H -5.9266 4.9743 -4.0798 0.21
H -2.5140 6.0329 -3.2035 0.40
H -0.9689 4.6201 -1.9389 0.57
H -3.7391 1.5382 -1.7191 0.42
H -5.4035 2.8321 -2.9738 0.40
O -0.7949 0.1904 1.9664 0.41
O 0.0327 1.1085 1.3240 -0.04
O 0.3454 2.6551 -1.0965 -0.07
O 1.2484 3.1871 -1.7772 -0.57
```

Values from the calculation:
<S²>: 2.3206
Energy above the lowest of the compared OMol25 structures with the same formula, charge and spin, kcal/mol: 0.0
Charge: +3
LUMO level (alpha / beta), eV: -7.703 / -9.269
HOMO energy (alpha / beta), eV: -14.913 / -15.339
Multiplicity: 3

(3)
Density functional theory data (ωB97M-V/def2-TZVPD) for a molecular structure, C49H41AsCrN4O4.

XYZ file:
```
100
Properties=species:S:1:pos:R:3:mulliken_charge:R:1
Cr 0.3248 0.3795 0.5973 -1.05
C 1.5974 -0.5249 -3.3521 -1.91
C 1.0136 0.3411 -2.2685 0.54
O 0.5988 -0.2661 -1.2022 1.87
C 0.9513 1.6946 -2.4716 -1.69
C 0.6406 2.6496 -1.4629 0.94
C 0.6815 4.1067 -1.8278 -1.66
N 0.3650 2.2901 -0.2448 1.32
N 0.1166 3.3347 0.6386 -1.17
C -0.1279 2.8518 1.8166 0.42
O -0.1669 1.5924 2.0942 -0.37
C -0.4241 3.8122 2.9133 0.27
C -0.3721 5.1870 2.6945 -0.33
C -0.6631 6.0694 3.7211 -0.72
C -1.0053 5.5888 4.9793 -0.36
C -1.0536 4.2204 5.2023 -0.87
C -0.7665 3.3340 4.1739 -0.24
H 1.0417 -1.4554 -3.4603 0.06
H 2.6277 -0.7526 -3.0685 0.27
H 1.6089 -0.0050 -4.3090 0.44
H 1.2792 2.0737 -3.4287 0.25
H 0.8066 4.2232 -2.9030 0.49
H 1.5107 4.5956 -1.3140 0.28
H -0.2297 4.6046 -1.4985 0.33
H -0.1031 5.5421 1.7094 0.47
H -0.6209 7.1366 3.5425 0.38
H -1.2315 6.2797 5.7821 0.36
H -1.3186 3.8399 6.1810 0.39
H -0.8029 2.2633 4.3250 0.44
C -4.1491 2.6446 -1.9512 -0.53
C -4.4045 2.5511 -0.5901 -0.69
C -3.6253 1.7333 0.2124 -0.80
C -2.5791 1.0140 -0.3550 -0.12
C -2.3065 1.1160 -1.7117 0.57
C -3.1014 1.9251 -2.5079 -1.11
N -1.7421 0.1964 0.4620 2.37
N -2.3678 -0.4701 1.3274 -1.10
C -1.5067 -1.2044 2.1426 0.13
C -2.0655 -2.0708 3.0829 -0.38
C -1.2168 -2.8418 3.8535 -0.86
C 0.1636 -2.7211 3.6809 -0.60
C 0.6966 -1.8402 2.7504 0.14
C -0.1277 -1.0631 1.9358 0.99
H -4.7605 3.2851 -2.5743 0.40
H -5.2076 3.1273 -0.1484 0.37
H -3.7963 1.6604 1.2771 0.49
H -1.4724 0.5740 -2.1298 0.30
H -2.8869 2.0041 -3.5663 0.43
H -3.1421 -2.1286 3.1865 0.52
H -1.6168 -3.5337 4.5844 0.35
H 0.8285 -3.3322 4.2822 0.42
H 1.7707 -1.7725 2.6297 0.13
O 3.4934 0.3953 -0.7510 -0.79
C 3.3231 0.1882 0.4423 0.04
O 2.2118 0.2151 1.0899 -0.22
C 4.4954 -0.2891 1.2829 0.48
C 5.7194 -0.5273 0.6689 -0.39
C 6.7944 -1.0010 1.4053 -0.61
C 6.6556 -1.2273 2.7690 -0.44
C 5.4427 -0.9672 3.3911 -0.77
C 4.3655 -0.5008 2.6501 -0.14
H 5.8013 -0.3326 -0.3924 0.49
H 7.7425 -1.1949 0.9180 0.39
H 7.4941 -1.5975 3.3466 0.38
H 5.3348 -1.1290 4.4568 0.40
H 3.4128 -0.2937 3.1177 0.33
C 3.8300 -4.1064 0.9700 -0.28
C 3.6038 -3.3101 -0.1420 -0.59
C 2.3177 -3.1418 -0.6305 0.27
C 1.2396 -3.7742 -0.0230 0.23
C 1.4735 -4.5777 1.0914 -0.68
C 2.7610 -4.7455 1.5826 -1.04
As -0.5906 -3.3291 -0.5227 0.87
C -1.4128 -5.0854 -0.1919 0.16
C -0.8063 -6.3099 -0.4602 -0.10
C -1.4819 -7.4995 -0.2328 -0.81
C -2.7782 -7.4806 0.2654 -0.46
C -3.3903 -6.2679 0.5418 -0.67
C -2.7077 -5.0784 0.3174 -0.45
C -0.4858 -3.4896 -2.4736 0.36
C -1.2764 -2.6191 -3.2171 -0.74
C -1.2610 -2.6591 -4.6054 -0.43
C -0.4487 -3.5712 -5.2629 -0.58
C 0.3446 -4.4430 -4.5284 -0.74
C 0.3283 -4.3986 -3.1421 -0.03
H 4.8315 -4.2102 1.3691 0.36
H 4.4252 -2.7865 -0.6129 0.43
H 2.1541 -2.4886 -1.4719 -0.10
H 0.6431 -5.0568 1.5974 0.48
H 2.9255 -5.3620 2.4582 0.40
H 0.2069 -6.3350 -0.8444 0.18
H -0.9969 -8.4444 -0.4467 0.39
H -3.3059 -8.4096 0.4421 0.38
H -4.3976 -6.2449 0.9383 0.40
H -3.1832 -4.1315 0.5492 0.35
H -1.8949 -1.8905 -2.7042 0.30
H -1.8756 -1.9703 -5.1712 0.45
H -0.4275 -3.5995 -6.3454 0.37
H 0.9859 -5.1519 -5.0380 0.38
H 0.9662 -5.0677 -2.5762 0.20
```

Values from the calculation:
<S²>: 0.7708
Energy above the lowest of the compared OMol25 structures with the same formula, charge and spin, kcal/mol: 0.0
Charge: -1
LUMO level (alpha / beta), eV: 2.345 / 2.326
HOMO energy (alpha / beta), eV: -4.381 / -4.342
Multiplicity: 2

(4)
Density functional theory data (ωB97M-V/def2-TZVPD) for a molecular structure, C49H41Br2N2O4SSb2W.

XYZ file:
```
102
Properties=species:S:1:pos:R:3:mulliken_charge:R:1
W 0.0892 -0.2541 -0.0818 -0.71
Br 5.0511 4.8939 -3.3313 -0.09
C 4.1469 3.4561 -2.5220 -0.08
C 4.7662 2.7437 -1.5094 -0.97
C 4.0952 1.6857 -0.9166 -0.17
C 2.8134 1.3485 -1.3277 -0.68
C 2.1835 2.1089 -2.3004 0.58
C 2.8562 3.1461 -2.9174 -0.88
N 2.1271 0.2402 -0.6971 1.00
C 2.8379 -0.7667 -0.4443 -0.41
C 2.4108 -1.9536 0.3276 1.12
C 3.3392 -2.9421 0.5027 -0.99
C 2.9774 -4.1117 1.1689 -0.75
C 1.6817 -4.2295 1.5852 -1.35
C 0.7995 -3.1712 1.3649 -0.06
N 1.1540 -2.0378 0.8011 0.90
H 5.7569 3.0185 -1.1734 0.42
H 4.5682 1.1540 -0.0973 0.55
H 1.1982 1.8482 -2.6429 0.16
H 2.3708 3.7182 -3.6973 0.50
H 3.8593 -0.7840 -0.8209 0.85
H 4.3380 -2.8030 0.1054 0.55
H 3.6925 -4.9080 1.3315 0.46
H 1.3231 -5.1256 2.0745 0.53
H -0.2221 -3.2464 1.6761 0.22
O 1.2008 -0.3784 -3.3695 -0.65
S 0.0111 -0.8406 -2.7169 1.25
O -0.9999 -1.4202 -3.5350 -0.70
O 0.3820 -1.6917 -1.4729 -0.50
O -0.6383 0.2994 -1.8127 0.08
Br 1.2753 0.5215 2.2560 0.04
C 0.0499 -0.7863 3.3278 1.37
C 0.5722 -1.2629 4.5081 -0.79
C -0.1452 -2.3029 5.0856 -0.95
C -1.2572 -2.7977 4.4360 -0.78
C -1.7393 -2.2673 3.2350 1.06
C -2.9832 -2.8849 2.6447 -1.71
C -2.5186 -3.2321 0.0270 -2.21
C -2.2619 -2.0773 -0.5970 -0.15
C -1.5553 -0.4900 1.3387 1.98
C -1.0824 -1.1893 2.6118 -1.25
H 1.4780 -0.8760 4.9536 0.54
H 0.2022 -2.7445 6.0115 0.41
H -1.7856 -3.6416 4.8670 0.49
H -3.8415 -2.5758 3.2466 0.64
H -2.4237 -4.2778 -0.2577 0.46
H -2.1315 -1.8543 -1.6387 0.73
C -0.9694 3.2866 1.9776 -0.52
C -2.4393 3.6978 1.8973 -1.00
C -3.3974 2.5405 1.6296 -0.88
Sb -3.2297 1.7466 -0.4185 0.99
C -3.8386 -0.2433 0.0586 -0.34
C -5.0412 -0.7306 -0.2726 -0.59
C -5.4826 -2.0587 0.1398 -0.83
C -4.7042 -2.8591 0.8572 -1.75
C -3.2641 -2.5636 1.1832 2.12
C -2.7526 -1.1862 0.5698 1.26
C -5.1700 2.5773 -0.8378 0.29
C -6.2819 2.3139 -0.0286 -0.14
C -7.4940 2.9474 -0.2680 -0.83
C -7.6094 3.8655 -1.3086 -0.48
C -6.5123 4.1426 -2.1086 -0.64
C -5.3004 3.4977 -1.8770 -0.76
Sb -0.0334 2.5793 0.1640 -1.81
C -0.8536 3.9681 -1.2367 1.96
C -1.1142 5.2673 -0.8143 -1.02
C -1.7289 6.1732 -1.6719 -0.88
C -2.0501 5.7958 -2.9678 -0.65
C -1.7542 4.5097 -3.4088 -0.59
C -1.1750 3.5939 -2.5405 -0.80
C 1.7477 3.7910 0.4547 1.88
C 2.1007 4.7619 -0.4779 -0.86
C 3.2365 5.5452 -0.2949 -0.91
C 4.0544 5.3537 0.8088 -0.91
C 3.7093 4.3966 1.7507 -0.83
C 2.5624 3.6311 1.5787 -0.65
H -0.8432 2.4965 2.7163 0.53
H -0.3424 4.1279 2.2748 0.79
H -2.5807 4.4717 1.1427 0.19
H -2.7019 4.1539 2.8592 0.61
H -4.4245 2.8908 1.6853 0.74
H -3.2675 1.7651 2.3872 0.46
H -5.7643 -0.0991 -0.7738 0.64
H -6.5014 -2.3544 -0.0864 0.44
H -5.0778 -3.8142 1.2217 0.45
H -2.9046 -3.9710 2.7525 0.59
H -1.9529 0.4521 1.6935 -0.65
H -6.2046 1.6109 0.7942 0.57
H -8.3488 2.7283 0.3625 0.39
H -8.5542 4.3639 -1.4888 0.39
H -6.5966 4.8629 -2.9145 0.43
H -4.4504 3.7220 -2.5139 0.31
H -0.8157 5.5900 0.1791 0.55
H -1.9535 7.1745 -1.3238 0.44
H -2.5304 6.5022 -3.6351 0.41
H -1.9841 4.2152 -4.4261 0.44
H -0.9935 2.5850 -2.8851 -0.02
H 1.4975 4.9250 -1.3565 0.44
H 3.4814 6.3045 -1.0278 0.63
H 4.9499 5.9505 0.9348 0.42
H 4.3254 4.2475 2.6311 0.48
H 2.3058 2.9244 2.3575 0.44
```

Values from the calculation:
Energy above the lowest of the compared OMol25 structures with the same formula, charge and spin, kcal/mol: 77.2
Charge: +1
LUMO level (alpha / beta), eV: -3.994 / -3.996
HOMO energy (alpha / beta), eV: -9.887 / -9.934

no.,maximum force (Eh/bohr),energy (eV)
1,0.04263,-204394.3926
2,0.02945,-108503.9415
3,0.01341,-154891.7530
4,0.03935,-228459.7092